DFT (the ωB97M-V functional and the def2-TZVPD basis) results for an isolated molecule of C14H18INO4 at a distorted geometry.

Computed properties:
* total energy: -1197.65823 a.u.
* Kohn-Sham gap: 8.73 eV
* net charge: 0

Geometry (Å):
1 C 3.578374 -0.752057 -0.348057
2 C 4.080920 0.350137 -1.277330
3 C 3.158940 1.543882 -1.415502
4 O 1.972787 1.282517 -2.169316
5 C 0.941055 0.691539 -1.514940
6 C 0.510125 0.988084 -0.232952
7 C -0.581873 0.349089 0.347889
8 C -0.915008 0.784215 1.759174
9 I -0.754386 -0.892527 3.114114
10 C -2.243429 1.558630 1.854485
11 C -2.633208 1.821071 3.318834
12 C -1.250135 -0.620239 -0.416952
13 C -2.445575 -1.396699 0.040998
14 C -2.102879 -2.824340 0.442897
15 O -0.996853 -3.250144 0.506424
16 N -0.820847 -0.864981 -1.668045
17 C -1.564378 -1.927765 -2.512132
18 O -0.980557 -2.995549 -2.527674
19 O -2.605235 -1.547215 -3.022353
20 C 0.226664 -0.259424 -2.221361
21 H 3.225861 -0.362333 0.604877
22 H 2.708782 -1.225991 -0.808386
23 H 4.301120 -1.549580 -0.215053
24 H 4.376410 -0.055891 -2.242367
25 H 5.006141 0.743786 -0.846071
26 H 3.692421 2.311695 -1.969397
27 H 2.974213 1.965691 -0.427476
28 H 1.050632 1.744363 0.315961
29 H -0.135419 1.468543 2.071261
30 H -3.044403 1.045432 1.334153
31 H -2.046627 2.528454 1.399115
32 H -1.722438 1.955742 3.897727
33 H -3.243753 2.715641 3.396101
34 H -3.160858 0.970791 3.737242
35 H -2.866002 -0.930748 0.927691
36 H -3.222255 -1.407930 -0.722294
37 H -2.972328 -3.443187 0.721222
38 H 0.504003 -0.512701 -3.232506

Atoms 1-6, force components in eV/Å:
C -0.80 -0.10 -0.77
C 0.46 -0.16 0.69
C 0.79 0.10 -0.24
O -0.15 -0.05 0.46
C -0.28 -0.32 -0.31
C 0.19 0.12 -0.10

Here are the natural (NBO) charges for atoms 1 to 2, given in e: C -0.61; C -0.43